No. 1
{
  "formula": "C38H41As2N5O2S2W",
  "method": "wB97M-V/def2-TZVPD",
  "energy_ha": -7231.34598,
  "gap_ev": [5.853, 6.174],
  "total_charge": 2,
  "e_homo_ha": [-0.4632, -0.4722],
  "lumo_energy_ev": [-6.75, -6.67],
  "largest_force_ha_per_bohr": 0.0346,
  "species": ["H", "H", "H", "C", "H", "H", "C", "H", "C", "H", "C", "H", "C", "H", "H", "C", "H", "C", "C", "C", "H", "C", "H", "C", "C", "C", "H", "C", "As", "H", "H", "C", "H", "H", "C", "H", "S", "C", "C", "W", "C", "C", "C", "H", "H", "H", "H", "H", "C", "N", "C", "H", "H", "N", "C", "C", "C", "C", "H", "As", "H", "H", "H", "H", "C", "O", "N", "C", "H", "O", "C", "C", "C", "C", "H", "H", "H", "N", "H", "H", "S", "H", "C", "C", "H", "C", "H", "C", "N", "C", "H"],
  "xyz": [[2.456, 3.406, 1.361], [-1.178, -3.922, 3.368], [-3.047, -3.670, -1.878], [-0.864, 0.839, 3.084], [-5.424, -1.587, 3.506], [2.167, 0.339, -3.335], [-1.350, 0.192, 5.351], [1.540, 2.012, 2.984], [-4.854, -1.194, 2.674], [2.911, -5.862, -1.030], [-0.168, -4.646, -1.739], [1.584, -1.143, 4.349], [-1.652, -3.099, 2.853], [2.761, -0.883, 1.055], [-5.003, 1.933, -2.248], [2.544, 2.817, -1.324], [4.840, 1.823, -0.695], [0.850, -5.571, -1.538], [-4.574, 1.360, -1.438], [-1.693, 0.884, 4.194], [-1.938, -2.840, -3.929], [1.290, 2.783, -1.965], [4.466, 3.770, -1.321], [1.522, -0.521, -3.156], [1.386, -2.852, -1.293], [-0.179, -0.545, 5.391], [-3.441, -3.098, 4.028], [0.316, 0.102, 3.129], [-1.266, -1.947, -1.743], [1.704, -1.870, 2.076], [-0.883, -1.434, -4.202], [1.065, 3.614, -3.069], [-2.604, 1.469, 4.153], [-3.700, -2.220, -1.112], [0.664, -0.582, 4.282], [-6.374, 1.252, -0.312], [-0.170, 1.868, -1.547], [1.967, 1.503, 2.123], [3.268, 4.505, -2.915], [-0.500, 0.096, -0.061], [-5.425, -0.323, 1.834], [-3.211, 1.051, -1.470], [-3.498, -1.621, 2.453], [-2.687, -3.347, -0.169], [4.554, 2.801, 0.747], [3.871, -1.512, -2.042], [4.392, 1.047, 0.817], [4.067, -1.054, -0.328], [3.507, 3.700, -1.810], [-1.470, -1.395, 1.181], [-2.844, -2.892, -1.143], [4.043, 5.175, -3.262], [-2.572, 1.407, -2.267], [-2.634, 0.350, -0.509], [-0.965, -2.436, 1.832], [-5.335, 0.977, -0.367], [0.102, -3.290, -1.598], [-4.745, 0.210, 0.666], [1.842, 5.091, -4.410], [1.659, -0.928, -1.248], [0.026, -2.750, 1.534], [1.005, 2.719, 0.646], [0.096, 3.582, -3.551], [-2.586, -1.193, -3.754], [2.123, -5.140, -1.197], [-7.437, -0.641, 2.914], [2.797, 2.004, -0.177], [-3.398, -0.116, 0.521], [2.894, -0.786, 2.794], [-7.220, 1.135, 1.714], [2.008, 2.479, 0.971], [2.185, -0.903, 1.971], [-2.761, -1.050, 1.427], [3.582, -0.803, -1.266], [0.519, -0.241, -3.448], [-1.159, -5.002, -1.991], [1.884, -1.381, -3.718], [-6.826, 0.083, 2.171], [-1.994, 0.237, 6.219], [3.404, -3.468, -0.834], [-1.203, 1.723, 1.597], [2.984, 1.230, 2.405], [2.397, -3.781, -1.081], [4.215, 1.919, 0.189], [0.100, -1.080, 6.288], [-2.901, -2.649, 3.203], [0.646, -6.628, -1.642], [-1.707, -1.821, -3.617], [1.195, 0.191, 1.952], [2.041, 4.464, -3.553], [3.836, 0.206, -1.565]]
}

=====

No. 2
{
  "formula": "C38H41BrN4O5PtS",
  "method": "wB97M-V/def2-TZVPD",
  "energy_ha": -5159.57162,
  "gap_ev": 5.852,
  "total_charge": -2,
  "de_lowest_ev": 0.524,
  "e_homo_ha": -0.0755,
  "lumo_energy_ev": 3.80,
  "largest_force_ha_per_bohr": 0.0224,
  "species": ["H", "H", "Br", "C", "Pt", "H", "N", "C", "C", "C", "N", "C", "O", "H", "H", "C", "C", "C", "H", "H", "C", "C", "C", "H", "H", "H", "H", "H", "C", "C", "O", "H", "C", "H", "C", "H", "C", "H", "C", "H", "H", "C", "H", "H", "H", "H", "C", "C", "H", "H", "O", "S", "H", "C", "H", "H", "H", "H", "O", "C", "C", "H", "C", "C", "H", "C", "N", "C", "C", "H", "C", "H", "H", "C", "N", "H", "H", "C", "H", "H", "O", "C", "H", "H", "C", "C", "C", "C", "C", "H", "C"],
  "xyz": [[2.538, -0.510, 3.754], [-5.254, -2.955, 0.820], [-1.769, -1.316, 8.098], [2.068, 0.829, 1.324], [-0.133, -0.518, 0.048], [2.560, 1.140, 7.888], [1.767, -0.379, 0.797], [1.374, 1.511, 6.138], [3.636, -1.083, -2.698], [0.870, 3.023, 2.017], [-2.042, 0.004, -0.490], [4.965, 0.467, -1.198], [-0.463, -4.858, -1.113], [-5.515, -0.807, 2.318], [4.502, -1.722, -2.902], [2.695, -2.389, 1.798], [2.210, -1.501, 4.075], [-0.092, 1.761, 4.083], [0.782, -4.256, 2.502], [-1.660, 0.168, 5.508], [0.921, 1.786, 1.282], [-1.292, 2.026, 0.502], [-3.756, -1.526, 0.274], [-4.708, 0.631, 1.656], [-3.582, 1.289, -3.057], [-3.260, -1.004, -4.186], [1.456, -1.386, 4.861], [5.885, -0.118, -1.312], [1.652, -2.300, 2.893], [-3.456, -1.139, 1.711], [-1.064, 1.365, 3.484], [3.595, -0.319, -3.479], [3.707, -1.464, -0.212], [-1.856, 1.254, -2.725], [-1.306, 3.356, 0.930], [0.811, -1.739, 2.480], [-4.337, -2.243, -2.347], [-4.127, -2.942, 2.748], [-3.365, -1.271, -2.117], [4.980, 0.951, -0.220], [-2.178, 3.957, 0.703], [-0.230, 3.868, 1.601], [-2.450, -3.011, 2.187], [-5.766, -3.605, -1.509], [5.390, -2.548, -0.977], [2.848, 0.191, -1.189], [0.691, 0.105, 7.970], [-0.489, -0.157, 7.297], [-2.417, 1.180, -4.399], [5.346, -4.264, 0.796], [-3.533, 1.751, -0.256], [-0.800, -3.619, -0.396], [-4.558, -2.526, -3.372], [-5.017, -2.849, -1.305], [-0.821, -0.881, -4.450], [1.831, 3.501, 2.155], [0.880, -0.351, 8.933], [1.885, -4.232, 3.888], [0.779, 2.635, 3.695], [-2.405, 1.260, -0.123], [3.733, -0.431, -1.319], [4.959, 1.238, -1.975], [1.124, -3.658, 3.349], [-2.661, -0.675, -3.327], [0.283, -3.517, 4.034], [2.745, -1.402, 0.803], [0.052, -2.434, -0.638], [4.616, -3.461, 0.797], [-2.633, 0.855, -3.375], [3.075, -2.019, 4.505], [-4.725, -2.484, -0.001], [-4.315, 0.067, 3.292], [-2.536, -0.552, 1.709], [3.641, -3.408, 1.781], [-0.167, 1.339, 0.670], [-2.878, -2.027, 3.595], [-0.223, 4.911, 1.898], [-4.569, -0.254, 2.277], [-0.601, -0.942, -2.693], [3.612, -4.176, 2.546], [3.163, 1.162, 1.802], [-1.253, -1.247, -3.512], [-1.263, -2.338, -3.536], [2.102, 2.143, 5.650], [-3.074, -0.917, -0.793], [-3.214, -2.354, 2.608], [4.639, -2.496, -0.195], [-0.754, 0.390, 6.055], [1.625, 0.943, 7.379], [2.737, -1.698, -2.769], [0.187, 1.232, 5.479]]
}

=====

No. 3
{
  "formula": "C38H42AsBClN9O2S2Sc",
  "method": "wB97M-V/def2-TZVPD",
  "energy_ha": -6394.67710,
  "gap_ev": 6.463,
  "total_charge": -1,
  "de_lowest_ev": 1.995,
  "e_homo_ha": -0.1519,
  "lumo_energy_ev": 2.33,
  "largest_force_ha_per_bohr": 0.0222,
  "species": ["H", "C", "C", "C", "H", "C", "H", "C", "H", "C", "C", "H", "C", "H", "C", "N", "H", "H", "C", "H", "C", "H", "C", "H", "H", "C", "H", "H", "N", "H", "H", "S", "C", "H", "H", "C", "C", "C", "H", "C", "As", "C", "H", "C", "H", "Sc", "H", "C", "C", "H", "C", "H", "H", "B", "O", "N", "C", "H", "H", "N", "H", "H", "H", "H", "C", "N", "N", "C", "C", "S", "C", "H", "C", "H", "H", "H", "H", "C", "N", "C", "O", "N", "C", "C", "H", "C", "H", "H", "H", "C", "H", "N", "C", "Cl", "H", "C", "C"],
  "xyz": [[-5.206, 1.453, 4.103], [-2.800, -6.628, 1.954], [-3.561, 0.414, 3.179], [2.183, -3.458, -1.772], [0.645, -4.389, -3.071], [-2.129, -4.675, 0.746], [2.290, -0.817, 3.254], [4.458, 0.449, -1.039], [-4.573, 2.791, -3.218], [-4.461, 2.456, 2.349], [4.102, 1.779, -1.198], [-0.552, -4.915, -0.674], [0.229, -2.491, -1.998], [-0.265, 1.534, 2.490], [-2.959, -5.286, 1.671], [3.394, -0.228, -0.599], [-2.020, -9.029, 2.475], [-0.280, 3.291, -0.836], [1.743, 3.514, -3.469], [-3.703, -4.681, 2.171], [-2.666, 1.354, 1.117], [0.163, -4.374, 4.329], [-3.559, 2.434, 1.300], [-0.878, 4.866, -2.674], [-5.148, 3.292, 2.432], [-1.545, 4.052, -2.412], [-3.541, 3.269, 0.615], [-0.179, 6.106, 1.234], [2.155, -2.332, -1.051], [-0.856, 3.180, -5.464], [1.229, 3.895, -2.592], [-2.374, -2.936, 0.414], [-0.027, 2.539, -5.761], [4.349, -2.261, -0.583], [2.949, 1.552, -5.665], [1.094, 2.968, 1.736], [0.559, 5.329, 1.387], [-4.488, 1.440, 3.293], [-0.259, -7.335, -0.169], [1.517, -1.564, 3.109], [0.890, 1.897, -4.166], [-0.287, -2.289, 1.877], [3.127, -1.846, 0.953], [-3.271, 2.013, -1.713], [-3.534, -0.376, 3.920], [0.072, 0.004, 0.183], [2.101, -2.800, 4.781], [-2.759, 3.930, -3.073], [1.906, 5.651, 1.453], [-0.754, -9.114, 1.388], [0.665, 1.591, 1.918], [-0.888, 3.756, 1.517], [2.098, 2.658, -0.737], [3.324, -1.735, -0.231], [-3.489, -2.506, 1.217], [2.345, 0.599, -0.462], [-1.174, -5.406, 0.066], [3.904, 4.918, 1.710], [-3.438, -7.119, 2.682], [-1.669, -8.738, 1.577], [2.768, 3.259, -3.211], [2.040, 0.041, -5.365], [-0.428, 1.676, -6.288], [-3.920, 1.184, -1.456], [0.356, -3.501, 3.708], [-0.484, -3.333, 2.708], [-1.748, 1.298, 0.067], [-1.010, -6.751, 0.352], [0.167, 4.011, 1.537], [-0.257, 0.480, -3.172], [-3.617, 2.896, -2.716], [4.726, 2.592, -1.527], [1.415, -2.643, 3.963], [3.088, 0.702, -4.098], [3.200, 2.575, 1.928], [5.405, -0.037, -1.200], [3.063, -4.078, -1.790], [-1.205, 3.176, -1.392], [-1.036, -2.039, 0.787], [2.451, 3.343, 1.773], [-2.533, -2.829, -1.014], [0.699, -1.370, 2.090], [-2.672, 0.372, 2.123], [0.959, -3.606, -2.402], [1.455, 1.008, 2.396], [2.760, 1.813, -0.818], [-0.783, -2.226, -2.249], [-3.034, 4.634, -3.849], [-1.991, -0.460, 2.043], [-2.065, 2.145, -1.009], [0.661, 3.095, -6.399], [0.957, -1.731, -1.179], [2.855, 4.660, 1.643], [2.409, 7.322, 1.327], [1.740, 4.271, -4.252], [2.419, 0.959, -4.920], [-1.810, -7.374, 1.309]]
}

=====

No. 4
{
  "formula": "C38H42BO5",
  "method": "wB97M-V/def2-TZVPD",
  "energy_ha": -1874.39704,
  "gap_ev": 7.090,
  "total_charge": -1,
  "e_homo_ha": -0.1803,
  "lumo_energy_ev": 2.18,
  "largest_force_ha_per_bohr": 0.0415,
  "species": ["C", "O", "H", "H", "C", "C", "H", "H", "C", "O", "H", "C", "H", "O", "H", "C", "H", "C", "C", "H", "C", "C", "H", "H", "H", "C", "C", "O", "C", "H", "C", "C", "H", "H", "H", "H", "H", "C", "H", "C", "H", "C", "O", "H", "H", "H", "C", "H", "C", "H", "H", "H", "C", "C", "C", "C", "C", "H", "C", "H", "H", "C", "H", "H", "H", "H", "C", "C", "C", "C", "C", "C", "H", "B", "H", "H", "H", "C", "H", "C", "C", "C", "C", "H", "H", "H"],
  "xyz": [[-7.739, -0.806, -3.099], [-3.020, -0.984, 1.310], [0.015, -3.640, -2.586], [1.210, -2.057, 2.816], [6.083, 8.893, 0.841], [-1.441, -1.890, -2.656], [1.090, 0.338, -2.652], [-3.963, -2.178, 2.779], [-4.312, -2.918, 3.495], [-0.852, -0.947, 0.822], [2.016, 2.059, -0.627], [3.313, 0.140, 1.356], [2.951, -4.500, 0.782], [0.876, -0.602, -2.587], [7.731, 10.246, 1.077], [3.794, -0.672, 0.357], [-5.337, -3.197, 6.715], [-1.432, -3.544, -0.783], [-5.082, -3.493, 5.704], [6.217, 5.915, -0.765], [2.662, 4.094, -0.846], [2.455, -2.473, 1.126], [4.692, 5.240, -3.304], [9.319, 8.801, -0.147], [-8.206, -1.266, 0.224], [-4.877, -5.200, 4.024], [-4.634, -2.544, 4.793], [-1.067, 0.457, -1.720], [3.383, -1.973, 0.236], [-8.290, -0.551, -3.998], [-4.437, -4.248, 3.112], [2.378, -0.372, 2.211], [1.145, -5.202, -0.503], [-1.631, -3.982, -2.817], [8.565, 6.631, -1.058], [3.458, 6.032, -1.314], [-4.190, -4.541, 2.099], [-5.201, -4.822, 5.320], [1.357, -3.496, -1.002], [3.281, 2.315, -2.340], [-4.601, -1.585, -2.064], [-0.395, -3.932, 0.304], [-2.579, -1.690, -1.806], [-5.858, -0.988, -4.117], [-0.356, -3.210, 1.127], [-3.306, -2.762, -0.259], [4.035, 3.207, -3.091], [-2.062, -4.437, -0.851], [-6.373, -1.054, -3.166], [4.627, 7.367, 0.446], [4.571, 2.861, -3.966], [-5.547, -5.564, 6.031], [1.945, -1.677, 2.116], [8.292, 8.485, -0.013], [6.550, 6.864, -0.362], [7.400, 9.297, 0.673], [1.055, -4.155, -0.184], [3.778, -2.607, -0.553], [5.656, 7.679, 0.320], [3.669, 1.161, 1.453], [3.227, 1.272, -2.630], [-2.345, -2.311, -0.552], [5.387, 9.525, 1.379], [-4.536, -1.509, 5.095], [-4.967, -6.237, 3.724], [-5.778, -1.725, 0.098], [3.411, 4.988, -1.600], [4.102, 4.543, -2.720], [-8.399, -0.883, -1.880], [-0.969, -3.308, -2.247], [-6.329, -1.466, -0.798], [-5.667, -1.387, -2.017], [-0.571, 0.700, -0.925], [-0.484, -0.648, -2.304], [-1.626, -1.959, -3.736], [1.566, -4.270, 1.917], [1.958, 0.231, 3.012], [2.598, 2.758, -1.216], [-9.464, -0.687, -1.826], [2.039, -3.924, 0.991], [7.868, 7.267, -0.527], [-7.693, -1.210, -0.729], [-2.039, -1.350, 0.622], [4.524, -0.298, -0.359], [-0.720, -4.876, 0.762], [2.127, 4.439, 0.030]]
}